{"formula": "CHF3O2P", "method": "ωB97M-V/def2-TZVPD", "symbols": ["C", "O", "O", "F", "F", "F", "P", "H"], "xyz": [[-1.054, -0.923, -0.852], [2.122, 2.672, 0.922], [1.068, 0.566, 1.620], [-1.688, -1.912, -0.226], [-0.007, -1.423, -1.424], [-1.843, -0.406, -1.779], [2.043, 1.615, 2.001], [-0.642, -0.190, -0.263]], "atomic_forces_ev_per_a": [[-0.1, -0.3, 0.0], [0.6, 0.2, 0.8], [-0.9, -1.6, 0.3], [-0.6, -0.2, 0.3], [1.9, -1.7, -1.8], [-1.1, 0.2, -0.8], [0.1, 1.3, -1.3], [0.0, 2.0, 2.4]], "nbo_charge": [0.847, -1.163, -1.187, -0.337, -0.326, -0.340, 1.352, 0.152], "lumo_energy_ha": 0.1384, "spin_multiplicity": 1, "charge": -1, "de_lowest_kcal_mol": 39.1, "max_force_ha_per_bohr": 0.0612}

---

{"formula": "C3H35O17", "method": "ωB97M-V/def2-TZVPD", "symbols": ["O", "C", "O", "C", "C", "H", "H", "H", "H", "H", "H", "H", "O", "H", "H", "O", "H", "H", "O", "H", "H", "O", "H", "H", "O", "H", "H", "O", "H", "H", "O", "H", "H", "O", "H", "H", "O", "H", "H", "O", "H", "H", "O", "H", "H", "O", "H", "H", "O", "H", "H", "O", "H", "H", "O"], "xyz": [[0.966, -0.636, -1.979], [0.821, -0.540, -0.733], [1.598, -1.007, 0.139], [-0.076, 0.480, -0.121], [-1.444, 0.820, -0.746], [-0.318, 0.252, 0.971], [0.512, 1.310, -0.096], [-2.053, -0.024, -0.952], [-1.986, 1.438, -0.148], [-1.134, 1.327, -1.670], [2.541, -0.161, 1.916], [2.206, -1.541, 1.890], [2.591, -0.858, 2.543], [-3.006, 1.007, 1.814], [-2.288, 2.096, 2.477], [-3.116, 1.994, 1.936], [2.229, 1.488, -2.523], [2.514, 0.135, -2.433], [2.899, 0.912, -2.216], [1.078, -2.915, 0.607], [1.707, -3.241, 1.920], [0.845, -3.424, 1.351], [-0.865, 3.864, 1.918], [0.195, 3.169, 1.177], [-0.001, 4.055, 1.472], [0.537, 3.553, -0.915], [2.090, 3.843, -0.885], [1.353, 3.361, -1.393], [-3.553, 1.015, -2.049], [-2.993, -0.186, -2.930], [-3.183, 0.746, -2.971], [-1.032, -3.295, 0.516], [-1.977, -3.645, -0.620], [-2.052, -3.381, 0.250], [-0.890, -1.937, -3.293], [-0.310, -1.659, -2.131], [-1.201, -2.123, -2.438], [3.105, 1.492, -0.749], [3.910, 1.681, 0.471], [3.091, 1.997, 0.157], [-0.749, -1.685, 4.048], [-0.140, -1.810, 2.513], [-0.978, -1.890, 3.027], [0.990, 2.395, -2.997], [0.371, 1.023, -3.287], [0.899, 1.626, -3.614], [0.674, -0.134, 3.889], [-0.721, 0.085, 3.537], [-0.094, 0.391, 4.232], [1.886, -3.355, -2.132], [2.387, -2.272, -1.171], [2.051, -3.169, -1.117], [-2.678, -1.112, 0.681], [-3.779, -0.975, 1.784], [-3.434, -0.582, 1.074]], "atomic_forces_ev_per_a": [[-1.0, -1.0, -0.1], [1.4, 1.0, 1.7], [0.1, -0.5, -0.9], [-4.3, -2.0, 2.0], [3.6, -0.7, -2.2], [0.8, -0.2, -1.2], [1.8, 2.6, 0.0], [-0.1, -0.8, -0.4], [-1.4, 2.1, 1.7], [-1.0, -0.1, 0.0], [0.1, 1.6, -0.8], [0.8, 1.5, 1.5], [-0.9, -2.7, -0.2], [-0.9, 0.9, -0.6], [-1.2, 0.5, -0.5], [2.0, -1.2, 1.1], [-0.8, 1.1, -0.7], [-1.7, -4.4, -0.7], [4.3, 3.1, 1.5], [0.5, 1.0, -2.3], [-2.8, -1.1, -1.5], [2.3, -0.3, 3.9], [0.9, 0.7, -0.5], [0.7, -0.6, -0.2], [-1.6, -0.2, 0.7], [0.1, 0.2, 0.0], [-1.6, -1.4, -1.0], [1.2, 1.3, 0.7], [1.1, -1.0, -2.5], [0.2, -0.7, 0.4], [-1.6, 1.6, 1.7], [-3.3, -0.4, -0.4], [0.1, -0.7, -3.2], [3.2, 1.3, 3.8], [-0.4, -0.1, -2.8], [-1.9, -0.9, 0.5], [1.9, 0.8, 1.9], [-0.7, 0.8, 1.2], [1.6, -0.3, 1.2], [-0.8, -0.5, -1.9], [-0.5, -0.8, -3.7], [-0.6, -0.5, 0.6], [0.9, 0.8, 2.9], [-0.8, -0.7, -0.6], [-4.3, -4.8, 3.1], [4.1, 6.3, -3.0], [-0.1, 0.9, 0.6], [0.0, 0.5, 0.7], [0.4, -1.0, -1.3], [0.4, 0.3, 3.1], [0.0, 0.6, 0.4], [-0.2, -1.6, -3.9], [-1.5, 0.3, 1.1], [-1.7, -3.0, 4.2], [3.2, 2.2, -5.1]], "nbo_charge": [-0.828, 0.817, -0.812, -0.515, -0.622, 0.187, 0.229, 0.204, 0.217, 0.205, 0.491, 0.479, -0.980, 0.494, 0.446, -0.967, 0.482, 0.489, -0.950, 0.504, 0.465, -0.964, 0.470, 0.470, -0.938, 0.487, 0.515, -0.987, 0.478, 0.481, -0.954, 0.495, 0.472, -0.967, 0.453, 0.494, -1.004, 0.502, 0.453, -1.019, 0.483, 0.493, -0.980, 0.491, 0.475, -0.947, 0.484, 0.474, -0.966, 0.467, 0.495, -0.969, 0.520, 0.472, -0.964], "lumo_energy_ha": 0.0942, "spin_multiplicity": 1, "charge": -1, "max_force_ha_per_bohr": 0.1575}

---

{"formula": "C7H8N2O3", "method": "ωB97M-V/def2-TZVPD", "symbols": ["C", "C", "O", "C", "C", "N", "H", "H", "H", "H", "H", "H", "H", "N", "C", "C", "O", "C", "O", "H"], "xyz": [[0.235, 0.406, 0.754], [1.741, 0.432, 0.564], [2.336, 1.493, 0.481], [2.377, -0.884, 0.412], [3.706, -1.063, 0.490], [4.467, -2.048, -0.104], [-0.115, 1.435, 0.832], [-0.251, -0.087, -0.098], [-0.007, -0.160, 1.670], [1.711, -1.723, 0.168], [4.288, -0.299, 0.993], [5.304, -2.379, 0.375], [3.886, -2.803, -0.470], [-4.712, 3.416, -1.678], [-4.303, 2.457, -1.156], [-3.697, 1.242, -0.646], [-2.507, 1.287, -0.292], [-4.577, 0.050, -0.724], [-4.297, -1.103, -0.468], [-5.584, 0.333, -1.104]], "atomic_forces_ev_per_a": [[0.2, 0.0, 0.2], [-0.3, 0.0, 0.1], [0.2, -0.3, 0.2], [-0.3, -0.7, -0.2], [0.6, 0.6, -0.1], [-0.8, -0.8, 0.5], [-0.1, -0.2, 0.0], [0.1, 0.1, 0.3], [0.0, 0.2, -0.4], [0.3, 0.3, -0.2], [0.1, 0.2, -0.3], [-0.4, 0.3, -0.2], [0.5, 0.2, 0.0], [0.7, -1.8, 1.1], [-1.0, 2.4, -1.3], [4.4, 0.8, 1.0], [-3.3, -0.5, -0.7], [-1.2, -2.5, 0.0], [0.1, 1.9, -0.2], [0.1, -0.2, 0.1]], "nbo_charge": [-0.706, 0.550, -0.573, -0.463, 0.116, -0.778, 0.236, 0.229, 0.223, 0.202, 0.201, 0.387, 0.376, -0.194, 0.149, 0.350, -0.371, 0.335, -0.399, 0.131], "lumo_energy_ha": -0.0938, "spin_multiplicity": 1, "charge": 0, "smiles": "CC(=O)/C=C/N.N#CC(=O)C=O", "de_lowest_kcal_mol": 72.8, "max_force_ha_per_bohr": 0.0901}

---

{"formula": "C5H6O", "method": "ωB97M-V/def2-TZVPD", "symbols": ["C", "C", "C", "C", "C", "O", "H", "H", "H", "H", "H", "H"], "xyz": [[0.555, -1.639, 0.751], [0.091, -0.345, 0.160], [-1.147, 0.280, 0.189], [-0.923, 1.535, -0.481], [0.398, 1.602, -0.749], [1.042, 0.448, -0.391], [-0.286, -2.273, 1.052], [1.137, -1.408, 1.653], [1.201, -2.200, 0.069], [-1.443, -0.663, -0.383], [-1.657, 2.305, -0.683], [1.032, 2.359, -1.186]], "atomic_forces_ev_per_a": [[0.0, 0.0, -0.2], [0.9, 1.0, 0.7], [0.8, -2.6, -1.3], [0.4, 0.3, -0.3], [-0.1, 0.3, -0.1], [0.1, 0.1, 0.5], [0.1, 0.3, -0.1], [-0.1, -0.1, -0.2], [-0.1, 0.1, 0.1], [-2.2, 0.8, 0.9], [0.2, -0.1, 0.0], [-0.1, -0.1, 0.1]], "nbo_charge": [-0.666, 0.352, -0.439, -0.302, 0.084, -0.428, 0.237, 0.239, 0.227, 0.262, 0.229, 0.206], "lumo_energy_ha": 0.0378, "spin_multiplicity": 1, "charge": 0, "smiles": "Cc1ccco1", "de_lowest_kcal_mol": 48.7, "max_force_ha_per_bohr": 0.0587}